[1]
The following is a quantum chemistry calculation of a 2-piece molecular cluster, C3H13N2O overall at a distorted geometry, from the OMol25 dataset.

Last column: natural (NBO) charge in e.
Atoms and positions in Å:
C -2.2893 -0.4806 -0.2729  -0.223
C -1.0351 -1.1901 -0.7754  -0.437
C 0.1538 -1.0506 0.1651  -0.221
N 0.6805 0.3560 0.1824  -0.709
N -2.0510 0.9899 -0.1610  -0.877
H -2.6196 -0.7811 0.7210  0.206
H -3.1064 -0.6955 -0.9530  0.203
H -0.7868 -0.8373 -1.7874  0.215
H -1.2761 -2.2444 -0.7982  0.254
H -0.1100 -1.2899 1.1936  0.223
H 0.9448 -1.7434 -0.0761  0.232
H 0.9790 0.6639 -0.7389  0.427
H 1.4474 0.4884 0.8447  0.463
H -2.8034 1.4444 0.3382  0.396
H -0.1833 0.9281 0.3939  0.471
H -1.9609 1.3633 -1.1033  0.371
H 3.7890 1.8042 0.8454  0.489
H 4.4760 0.4652 0.5188  0.499
O 3.6204 0.8620 0.7192  -0.982

Output
multiplicity: 1
HOMO-LUMO gap: 11.078 eV
net charge: +1
LUMO level: -2.87 eV



[2]
The following is a quantum chemistry calculation of C39H34BF15GeN6S4V as an isolated structure, from the OMol25 dataset.

Last column: Mulliken charge in e.
Atoms and positions in Å:
V -0.1033 0.5274 0.0376  -0.317
C 4.5066 1.5796 -4.1943  -2.201
C 3.8937 1.4027 -2.8115  1.265
C 4.8007 2.0634 -1.7786  -1.550
C 3.6655 -0.0813 -2.5488  -1.608
N 2.5394 2.1146 -2.8015  0.377
C 2.0277 2.7895 -3.8822  -0.336
C 0.8474 3.3351 -3.5068  -1.156
N 0.6166 2.9997 -2.1935  0.178
B -0.6585 3.5782 -1.5016  0.757
N -1.9593 2.7490 -1.7525  0.112
C -3.1519 3.4298 -1.8230  -1.106
C -4.1290 2.5353 -2.0921  -0.459
N -3.5506 1.2925 -2.2002  0.472
C -2.2343 1.4518 -1.9780  0.338
S -1.0538 0.1602 -1.8991  -0.304
C -4.4346 0.0702 -2.4904  1.465
C -5.2784 -0.1509 -1.2406  -1.540
C -5.2934 0.4227 -3.7030  -1.620
C -3.6248 -1.1752 -2.8099  -2.461
N -0.4320 3.9260 0.0048  0.359
C 0.1471 5.1363 0.3051  -1.101
C 0.1692 5.2666 1.6504  -0.494
N -0.4051 4.1435 2.1966  0.514
C -0.7446 3.3380 1.1736  0.329
S -1.3974 1.7192 1.3412  -0.282
C -0.5246 4.0228 3.7238  1.166
C -1.1284 5.3329 4.2266  -1.604
C -1.4286 2.8781 4.1508  -2.213
C 0.8911 3.8147 4.2469  -1.432
C 1.6570 2.2474 -1.7930  0.338
S 1.8462 1.4974 -0.2160  -0.177
H 5.4679 1.0684 -4.1907  0.452
H 4.6995 2.6252 -4.4317  0.540
H 3.9037 1.1245 -4.9793  0.502
H 5.7787 1.5856 -1.8273  0.495
H 4.4426 1.9517 -0.7582  0.319
H 4.9350 3.1227 -1.9956  0.427
H 4.6054 -0.6077 -2.7124  0.562
H 2.9303 -0.4925 -3.2417  0.391
H 3.3553 -0.2881 -1.5285  0.202
H 2.5451 2.8556 -4.8196  0.627
H 0.1698 3.9642 -4.0554  0.693
H -0.8517 4.6245 -2.0370  -0.133
H -3.2006 4.4977 -1.7080  0.692
H -5.1811 2.6900 -2.2346  0.626
H -5.9100 0.7074 -1.0171  0.420
H -4.6512 -0.3653 -0.3738  0.307
H -5.9317 -1.0073 -1.4037  0.452
H -5.9813 1.2434 -3.5167  0.455
H -5.9014 -0.4463 -3.9500  0.463
H -4.6797 0.6614 -4.5713  0.415
H -3.1003 -1.5753 -1.9441  0.407
H -2.9316 -1.0245 -3.6375  0.502
H -4.3390 -1.9357 -3.1260  0.609
H 0.4617 5.8184 -0.4639  0.686
H 0.5255 6.0779 2.2549  0.617
H -2.1046 5.5205 3.7802  0.400
H -0.4874 6.1943 4.0588  0.450
H -1.2626 5.2486 5.3038  0.472
H -2.4183 2.9335 3.6975  0.481
H -1.5654 2.9760 5.2275  0.550
H -0.9896 1.8984 3.9761  0.508
H 1.5444 4.6493 3.9967  0.393
H 1.3258 2.8939 3.8545  0.294
H 0.8578 3.7352 5.3328  0.452
F 2.1151 -5.4460 -0.6991  -0.334
C 0.8693 -5.1659 -1.0742  -0.017
C 0.0820 -4.3429 -0.2789  0.731
C -1.2122 -4.0861 -0.7105  0.466
F -2.0017 -3.2866 0.0305  -0.461
C -1.7166 -4.6026 -1.8860  0.043
F -2.9480 -4.3086 -2.2817  -0.314
C -0.9070 -5.4304 -2.6594  0.725
F -1.3707 -5.9311 -3.7788  -0.259
C 0.3918 -5.7192 -2.2525  0.110
F 1.1547 -6.5030 -2.9849  -0.247
Ge 0.6954 -3.6408 1.3905  -0.533
S 0.1479 -1.2634 0.9454  1.014
C -0.3955 -4.0595 2.9038  0.315
C -1.1718 -3.2301 3.6938  -0.027
F -1.2306 -1.9125 3.4384  -0.200
C -1.9038 -3.7222 4.7589  -0.111
F -2.6402 -2.9080 5.4940  -0.259
C -1.8572 -5.0834 5.0522  0.638
F -2.5461 -5.5545 6.0617  -0.248
C -1.0796 -5.9425 4.2798  0.035
F -1.0249 -7.2278 4.5558  -0.243
C -0.3673 -5.4080 3.2232  0.552
F 0.4096 -6.2013 2.4654  -0.332
C 2.5727 -3.4510 1.6354  0.837
C 3.3497 -2.9566 0.5959  -0.022
F 2.7407 -2.5803 -0.5438  -0.438
C 4.7173 -2.8230 0.6901  0.076
F 5.4214 -2.3256 -0.3178  -0.259
C 5.3501 -3.2128 1.8697  0.636
F 6.6499 -3.0960 1.9766  -0.255
C 4.6052 -3.7160 2.9317  0.016
F 5.2053 -4.0828 4.0437  -0.242
C 3.2280 -3.8211 2.8039  0.451
F 2.5305 -4.3015 3.8280  -0.276

Output
multiplicity: 1
HOMO-LUMO gap (alpha / beta): 5.785 / 5.784 eV
net charge: +3
LUMO level (alpha / beta): -10.21 / -10.21 eV



[3]
The following is a quantum chemistry calculation of an isolated molecule of C4H11N2 at a distorted geometry, from the OMol25 dataset.

Last column: Löwdin spin population.
Atoms and positions in Å:
C 0.6113 1.3879 -0.3324  0.050
C -0.3509 0.4004 -1.0957  0.080
C -0.5402 -0.9124 -0.3228  0.208
C 0.0334 -2.0440 -0.7927  0.245
N -1.0619 -0.7491 1.0243  0.030
N 0.7909 1.0925 1.2743  0.024
H 1.6370 1.2904 -0.7268  0.012
H 0.0965 2.3367 -0.6346  0.061
H -1.3923 0.9911 -1.2585  0.080
H -0.0412 0.1962 -2.1445  0.010
H 0.0449 -3.0202 -0.2178  0.045
H 0.6544 -1.9295 -1.7251  0.034
H -0.8854 -1.7114 1.3577  0.018
H -2.0817 -0.4466 0.9897  0.030
H 1.7209 0.8537 1.3461  0.033
H 0.6544 1.9381 1.8300  0.019
H 0.1102 0.3260 1.4287  0.020

Output
multiplicity: 2
HOMO-LUMO gap (alpha / beta): 2.654 / 8.041 eV
net charge: 0
LUMO level (alpha / beta): 0.37 / 0.30 eV
⟨S²⟩: 0.754



[4]
The following is a quantum chemistry calculation of an isolated ion of composition C6H11N2O4S and charge +1 at a distorted geometry, from the OMol25 dataset.

Last column: natural (NBO) charge in e.
Atoms and positions in Å:
C -1.5073 0.0046 0.3779  0.690
C -3.2032 -0.0278 -2.0367  0.742
C -1.0072 0.4976 -0.9775  -0.142
C -1.9042 -0.1356 -2.0266  -0.603
C 3.5536 -0.0208 0.5754  -0.628
C 2.2601 -0.3902 1.2707  -0.083
N -1.1751 -1.1265 0.9111  -0.769
N -1.1854 1.9499 -0.9396  -0.856
O -2.3402 0.7999 0.9623  -0.607
O -4.3510 0.0534 -2.0820  -0.375
O 0.5782 -2.5375 2.1731  -0.847
O 1.4001 -1.0914 0.3513  -0.725
S 0.4162 -2.2624 0.7951  1.787
H 0.0212 0.1731 -1.1549  0.255
H -1.4411 -0.6718 -2.8365  0.295
H 4.1083 -0.9062 0.2783  0.230
H 3.3542 0.5763 -0.3109  0.217
H 4.1625 0.5597 1.2616  0.243
H 1.7282 0.5054 1.6067  0.188
H 2.4350 -1.0369 2.1349  0.218
H -1.6535 -1.3280 1.7869  0.427
H -0.3222 2.4489 -0.7613  0.397
H -2.3394 1.6587 0.4375  0.537
H -1.5876 2.3074 -1.7967  0.407

Output
multiplicity: 1
HOMO-LUMO gap: 9.668 eV
net charge: +1
LUMO level: -3.59 eV



[5]
The following is a quantum chemistry calculation of C30H55N4OP2PbS as an isolated structure at a distorted geometry, from the OMol25 dataset.

Last column: Mulliken charge in e.
Atoms and positions in Å:
C 2.2218 -1.2781 -1.7442  -0.364
C 1.1569 0.5786 -2.6455  -1.121
C 3.1348 -1.3388 -2.8181  -1.244
C 1.8919 0.4696 -3.8368  -0.902
C 2.9213 -0.4550 -3.9180  -1.185
H 3.9161 -2.0682 -2.8097  0.588
H 1.6863 1.1571 -4.6459  0.473
H 3.5627 -0.5028 -4.7699  0.499
N 1.3117 -0.3256 -1.6208  1.989
P 0.6360 -2.6047 0.1440  -0.404
P -0.0912 2.3978 -0.8608  0.337
C 2.2706 -2.3724 -0.6692  -1.261
H 2.6078 -3.3301 -1.1077  0.724
H 3.0110 -2.1014 0.1043  0.675
C 0.2523 1.7242 -2.4301  -0.608
H 0.0447 2.3307 -3.3582  0.540
C -1.7096 3.4378 -0.8905  2.414
C 1.4378 3.4932 -0.7469  2.158
C -0.3706 -3.6868 -1.0623  2.416
C 0.9827 -3.4229 1.8148  2.099
C -2.8475 2.6424 -0.2167  -1.782
H -2.6227 2.4190 0.8347  0.231
H -3.7549 3.2613 -0.2475  0.579
H -3.0702 1.7060 -0.7343  0.269
C -1.5242 4.7345 -0.0965  -1.895
H -1.2309 4.5371 0.9430  0.226
H -0.8015 5.4138 -0.5622  0.253
H -2.4926 5.2563 -0.0733  0.586
C -2.1150 3.7424 -2.3301  -1.460
H -3.0017 4.3969 -2.3008  0.602
H -1.3405 4.2865 -2.8860  0.179
H -2.3754 2.8240 -2.8721  0.032
C 1.5078 4.0692 0.6806  -1.502
H 1.1697 3.3476 1.4388  0.125
H 2.5562 4.3231 0.8986  0.467
H 0.9172 4.9866 0.7784  0.377
C 2.6841 2.6203 -0.9804  -1.810
H 2.7053 1.7513 -0.3129  -0.146
H 2.7630 2.2837 -2.0189  0.430
H 3.5665 3.2388 -0.7648  0.745
C 1.3703 4.5871 -1.8288  -1.452
H 0.7758 4.3202 -2.7135  0.061
H 0.9954 5.5378 -1.4282  0.406
H 2.3945 4.7743 -2.1936  0.421
C -0.3663 -3.6709 2.5112  -1.730
H -0.1731 -4.1688 3.4705  0.504
H -0.8997 -2.7322 2.7253  0.240
H -1.0304 -4.3222 1.9271  0.288
C 1.8235 -2.4501 2.6623  -1.486
H 2.8070 -2.2578 2.2145  0.324
H 1.3230 -1.4886 2.8364  -0.067
H 1.9942 -2.9205 3.6415  0.641
C 1.7747 -4.7286 1.6585  -1.667
H 2.6209 -4.6271 0.9653  0.249
H 2.1841 -4.9927 2.6447  0.537
H 1.1500 -5.5691 1.3402  0.343
C -0.0669 -3.2811 -2.5123  -1.792
H 0.9673 -3.5045 -2.8011  0.297
H -0.7285 -3.8545 -3.1818  0.652
H -0.2617 -2.2115 -2.6800  0.067
C -1.8697 -3.4297 -0.7937  -1.307
H -2.1915 -2.4562 -1.1988  0.082
H -2.4559 -4.2169 -1.3004  0.540
H -2.1247 -3.4557 0.2809  0.133
C -0.0466 -5.1740 -0.8907  -1.892
H 1.0286 -5.3794 -0.9939  0.336
H -0.4120 -5.5768 0.0628  0.316
H -0.5614 -5.7300 -1.6902  0.534
Pb -0.6413 -0.1019 0.4186  1.335
C 1.5816 0.7682 1.6145  -0.040
O 2.5873 0.9174 2.1393  -0.279
N -1.9214 -0.1443 -1.7000  -0.758
C -1.7813 0.3735 -2.7990  -0.281
C -2.1761 0.4254 -4.2198  2.799
C -1.5780 1.5073 -5.1039  -1.675
C -1.7641 -0.9214 -4.7742  -1.955
C -3.6775 0.5727 -4.0708  -1.554
H -1.7595 2.5216 -4.7410  0.244
H -0.5029 1.3724 -5.2708  0.178
H -2.0676 1.4189 -6.0824  0.599
H -2.0824 -1.7199 -4.0942  0.364
H -2.2415 -1.0673 -5.7456  0.544
H -0.6746 -0.9957 -4.8914  0.273
H -4.0993 1.1237 -4.9061  0.438
H -4.1068 -0.4320 -3.9833  0.392
H -3.9416 1.1056 -3.1419  0.246
N -1.1280 -0.3533 4.6357  -0.363
C -0.2802 0.6247 4.2564  0.208
N 0.9043 0.7073 4.9319  -0.360
S -0.6009 1.6420 2.9348  -0.178
H -1.0432 -0.7390 5.5819  0.214
H -2.0431 -0.3277 4.2398  0.236
H 1.4951 1.4978 4.7857  0.235
H 0.9656 0.2495 5.8708  0.233

Output
multiplicity: 1
HOMO-LUMO gap: 6.278 eV
net charge: +1
LUMO level: -2.26 eV



| no. | total energy (hartree) |
| --- | --- |
| 1 | -306.631957 |
| 2 | -7970.775983 |
| 3 | -268.303561 |
| 4 | -1043.587968 |
| 5 | -2743.897183 |